Here is 10 unconnected molecules or ions with the total composition C40H70O20 at a distorted geometry from the Open Molecules 2025 dataset. Energies are from wB97M-V/def2-TZVPD.

```
130
Properties=species:S:1:pos:R:3:mulliken_charge:R:1
O 1.03742 -1.70595 0.14025 -0.7457
C 0.18442 -0.95366 -0.28291 0.7288
O -0.39872 0.01631 0.41635 -0.1082
C -0.03425 0.23701 1.79596 0.2185
C 1.22048 1.06725 1.92267 -0.6283
C -0.41979 -1.07017 -1.66084 -0.1851
H 0.02256 -0.70535 2.33511 -0.0635
H -0.88411 0.79958 2.18397 0.3752
H 1.12122 1.97105 1.32384 0.0814
H 2.07218 0.49064 1.57478 -0.2632
H 1.41221 1.28538 2.97339 0.4717
H -1.35738 -0.51622 -1.68393 0.1353
H -0.64262 -2.12187 -1.84283 0.0856
H 0.23002 -0.68534 -2.44777 -0.1815
O -0.68785 -1.75568 4.27811 -0.2521
C -0.29901 -2.42450 5.20416 0.6847
O -0.80894 -2.35543 6.43188 -0.3941
C -1.89040 -1.41491 6.62569 -0.2679
C -1.40972 0.02314 6.67262 -0.8942
C 0.80048 -3.43127 5.09945 -1.1376
H -2.37069 -1.68357 7.56255 0.3347
H -2.60209 -1.56501 5.81326 0.2153
H -1.03877 0.32794 5.69842 0.1023
H -0.65839 0.14336 7.45316 0.3344
H -2.25280 0.66352 6.93691 0.4191
H 1.58425 -3.37123 5.84715 0.4037
H 1.26078 -3.32572 4.11385 0.1669
H 0.37871 -4.44030 5.09120 0.3085
O -4.72506 -0.25901 1.85588 -0.6484
C -3.83399 -0.79035 1.23332 0.2240
O -3.72913 -0.77061 -0.09580 0.0240
C -4.81603 -0.18797 -0.80972 -0.2975
C -4.77592 -0.68072 -2.23150 -1.2140
C -2.93517 -1.79330 1.92393 0.4206
H -4.73288 0.90561 -0.78250 0.1563
H -5.76662 -0.41251 -0.32644 0.4740
H -5.71876 -0.45151 -2.72708 0.3973
H -4.73449 -1.77548 -2.21961 0.3150
H -3.92594 -0.30741 -2.79592 0.2469
H -2.00805 -1.78746 1.35083 -0.5274
H -3.39641 -2.77701 1.86899 0.4835
H -2.83158 -1.50831 2.96213 -0.0855
O 1.30372 -0.48807 -4.63243 -0.3651
C 1.69205 -0.09858 -5.70939 0.7660
O 1.31263 -0.63805 -6.86726 -0.3658
C 0.45851 -1.78409 -6.80224 0.5236
C 0.30882 -2.34891 -8.20778 -1.4128
C 2.63446 1.04082 -5.90440 -1.2412
H -0.50799 -1.51625 -6.37456 0.2686
H 0.91417 -2.54771 -6.17119 -0.3968
H -0.57235 -2.98938 -8.25000 0.3788
H 1.16505 -2.97792 -8.45400 0.3296
H 0.22865 -1.55454 -8.94648 0.3738
H 2.07080 1.96890 -6.01421 0.2523
H 3.31439 0.86733 -6.73457 0.3916
H 3.25241 1.15695 -5.01293 0.2956
O -0.28652 4.71157 1.82071 -0.3382
C -0.30858 5.66776 2.56266 0.6725
O -0.22916 5.57959 3.88705 -0.3390
C 0.03006 4.27511 4.44641 0.6285
C 0.61711 4.46332 5.81518 -1.5842
C -0.51214 7.07629 2.10119 -1.1412
H 0.71981 3.71017 3.81776 0.1093
H -0.91690 3.73474 4.48142 -0.0291
H 0.71441 3.49608 6.31340 0.3766
H -0.07537 5.01002 6.46198 0.3785
H 1.57579 4.97441 5.79804 0.3681
H -1.54712 7.37318 2.29156 0.2870
H -0.36516 7.17069 1.02877 0.2825
H 0.14536 7.77371 2.61602 0.3654
O 7.57876 -0.87810 -0.21950 -0.5879
C 6.40622 -0.82953 -0.41901 0.3797
O 5.71168 -1.86429 -0.94591 -0.4149
C 4.29234 -1.59689 -0.94326 0.4355
C 4.10416 -0.33143 -0.10418 0.4930
C 5.46993 0.33753 -0.18212 -0.5485
H 3.72375 -2.45817 -0.60913 -0.0187
H 4.04919 -1.42356 -1.99575 -0.2325
H 3.81766 -0.64206 0.90122 0.0482
H 3.28260 0.26508 -0.49544 -0.0945
H 5.78032 0.86249 0.71536 0.3273
H 5.50236 0.99217 -1.05353 0.2875
O -3.77061 3.65203 5.19406 -0.6428
C -3.60889 3.77217 4.01188 0.2852
O -3.26541 2.74385 3.21242 -0.1894
C -3.26505 3.16743 1.82340 0.8417
C -4.08599 4.46596 1.78241 -0.6573
C -3.76871 5.01687 3.16629 0.1296
H -3.69673 2.37603 1.21818 -0.2987
H -2.21707 3.35656 1.58762 -0.2370
H -5.14687 4.24003 1.67985 0.3383
H -3.75238 5.09853 0.96306 0.3758
H -4.44778 5.72680 3.63599 0.4439
H -2.83245 5.58336 3.13561 -0.4114
O 4.13759 -3.29470 -5.96883 -0.6293
C 3.36605 -3.55615 -5.10109 0.4068
O 3.29066 -2.85980 -3.94680 -0.3804
C 2.37488 -3.45757 -3.02533 0.4864
C 1.44150 -4.32536 -3.87900 -0.3323
C 2.36545 -4.70760 -5.04329 -0.7133
H 1.81246 -2.66357 -2.53127 -0.3947
H 2.92695 -3.96339 -2.23016 0.3133
H 0.61303 -3.71959 -4.23809 0.2611
H 1.11442 -5.20523 -3.33264 0.3762
H 1.88274 -4.90028 -5.99460 0.3668
H 2.97597 -5.56954 -4.75217 0.3584
O 0.17948 3.40959 -5.13075 -0.5884
C 0.18473 3.46388 -3.93520 0.2682
O 0.10899 4.62842 -3.26327 -0.4158
C -0.01171 4.40910 -1.83767 -0.3224
C 0.47098 2.98669 -1.58909 0.7833
C 0.35635 2.30876 -2.97747 0.5821
H -1.04739 4.57241 -1.55037 0.2243
H 0.63820 5.15783 -1.39093 0.2197
H -0.18683 2.48723 -0.87731 -0.6469
H 1.48753 2.87871 -1.21609 0.1396
H -0.47446 1.60626 -2.96573 0.0470
H 1.23554 1.74236 -3.27712 -0.2748
O -1.66797 -4.94574 -1.54633 -0.6290
C -0.97738 -4.78165 -0.58721 0.2737
O -1.42889 -4.27114 0.57439 -0.3540
C -0.41656 -4.26125 1.58291 0.7214
C 0.75301 -5.10686 1.06659 -0.9330
C 0.50679 -5.04259 -0.45719 0.6839
H -0.84428 -4.52654 2.54751 0.4431
H -0.09593 -3.22120 1.68851 -0.6855
H 0.70856 -6.12274 1.45558 0.2522
H 1.70201 -4.63609 1.30953 0.3970
H 0.80735 -5.96293 -0.94959 0.7196
H 1.07309 -4.19266 -0.83364 -0.8248
```

Output
**Energy above the lowest of the compared OMol25 structures with the same formula, charge and spin**: 0.0 kJ/mol
**Orbital gap**: 0.3818 Ha
**Highest occupied orbital energy**: -10.12 eV
**Molecular weight**: 870.98 g/mol
**Calculated total energy**: -83568.6760 eV

=====

Here is 11 unconnected molecules or ions with the total composition C40H74N8O18 at a distorted geometry from the Open Molecules 2025 dataset. Energies are from wB97M-V/def2-TZVPD.

```
140
Properties=species:S:1:pos:R:3:mulliken_charge:R:1
C -3.39977 -1.06099 0.97608 -1.2201
O -2.27878 -0.34416 0.52224 -0.2308
C -1.05243 -1.03542 0.67836 -0.2645
C 0.05246 -0.46603 -0.15861 0.2913
O 0.55008 0.72868 0.46023 1.8795
C 1.62949 1.29454 -0.27112 -0.2720
H -4.26382 -0.41129 0.80986 0.3029
H -3.36064 -1.22830 2.05736 0.5034
H -3.58828 -1.95082 0.36438 0.2871
H -1.19214 -2.09776 0.46851 0.3216
H -0.74219 -0.87610 1.71971 0.2501
H -0.24682 -0.19131 -1.17254 -1.5483
H 0.91602 -1.13403 -0.27132 0.3546
H 2.36937 0.51985 -0.50833 -0.0653
H 1.93665 2.18051 0.27118 -0.0120
H 1.30825 1.60341 -1.27499 -0.2919
C -2.32313 -2.75648 -2.63501 0.0687
O -1.32029 -2.48618 -1.98839 -0.6194
N -2.45910 -3.72073 -3.54727 0.3468
C -3.72230 -3.91043 -4.23108 -0.9102
C -1.38742 -4.58820 -3.99850 -1.1207
H -3.27426 -2.27184 -2.35614 0.3397
H -3.85671 -4.93391 -4.57726 0.3423
H -3.81981 -3.30468 -5.13848 0.2584
H -4.54027 -3.67356 -3.55039 0.2868
H -0.43962 -4.44603 -3.48661 0.2376
H -1.66200 -5.64080 -3.95358 0.3845
H -1.17188 -4.32704 -5.04038 0.4560
C -2.09701 -4.72862 2.13492 0.1203
O -2.77394 -5.43732 1.40719 -0.6626
N -0.81827 -4.41410 1.86241 0.2487
C 0.00890 -3.61107 2.76330 -0.8207
C -0.16688 -4.88327 0.67392 -0.9237
H -2.46740 -4.26628 3.06243 0.3998
H 0.65872 -4.26062 3.34623 0.5487
H -0.67384 -3.01199 3.36491 0.2878
H 0.62418 -2.95295 2.15096 -0.0871
H 0.51323 -5.72849 0.82997 0.3599
H -0.85734 -5.23163 -0.09122 0.3148
H 0.43661 -4.09063 0.22487 0.1996
C 3.03114 -2.72966 4.33196 0.0362
O 3.15800 -3.62756 3.52131 -0.5553
N 2.98761 -1.41450 4.01938 0.4997
C 2.83584 -0.38302 5.02590 -0.9245
C 2.95115 -0.95192 2.64430 -0.1462
H 2.98564 -2.86502 5.42593 0.2982
H 3.52653 0.41952 4.74865 0.1837
H 2.95114 -0.72247 6.04943 0.3959
H 1.85228 0.10031 4.94257 0.3389
H 3.75422 -0.26844 2.39231 -0.6307
H 2.96601 -1.82572 1.99325 0.2259
H 1.95264 -0.52926 2.47916 0.2076
C -5.52217 -4.02024 2.22033 0.1572
O -5.19944 -3.81428 3.37383 -0.6374
N -6.29830 -3.17814 1.50428 0.1874
C -6.72574 -3.44305 0.14096 -0.9743
C -6.70859 -1.90774 2.04587 -0.8764
H -5.29395 -4.94392 1.67065 0.3308
H -6.83535 -4.49786 -0.10898 0.3632
H -6.07350 -2.98051 -0.60638 0.2766
H -7.72369 -3.01262 0.05592 0.3436
H -6.75514 -1.93475 3.13140 0.3226
H -6.04338 -1.07908 1.78293 0.1913
H -7.67480 -1.57347 1.66657 0.3798
C 6.69911 1.62931 1.05467 0.0703
O 7.21477 1.86152 2.12931 -0.6161
N 6.22185 0.43945 0.64537 0.3239
C 5.64444 0.31478 -0.67748 -1.0962
C 6.23444 -0.72334 1.50572 -1.1740
H 6.59307 2.42357 0.29799 0.3479
H 5.85934 -0.68810 -1.05636 0.3978
H 6.14771 0.93689 -1.41860 0.4556
H 4.57103 0.49724 -0.70402 0.3089
H 5.37509 -1.36795 1.33622 0.4633
H 7.13223 -1.31938 1.32152 0.3793
H 6.21713 -0.41767 2.55036 0.3201
C 4.19221 5.13560 1.96577 0.0153
O 3.66026 6.10096 1.45751 -0.5779
N 3.50809 4.12043 2.52505 0.3396
C 4.14991 2.94000 3.03259 -0.9609
C 2.07773 4.22216 2.67221 -1.0349
H 5.28684 5.03677 2.01233 0.3633
H 5.23839 2.95938 2.95976 0.4126
H 3.90472 1.97314 2.57996 0.1478
H 3.92712 2.85355 4.10225 0.3579
H 1.74679 5.20136 3.01336 0.5466
H 1.51979 3.92730 1.78273 0.1781
H 1.77826 3.53185 3.46782 0.1834
C 1.04444 4.30366 -2.92928 -0.1549
O 2.03804 3.71380 -2.55407 -0.5450
N -0.01509 4.64178 -2.16461 0.4968
C -1.13918 5.34958 -2.70182 -0.9235
C -0.04357 4.34582 -0.75306 -1.1693
H 0.89702 4.60933 -3.98073 0.3641
H -2.07265 4.81740 -2.48937 0.2820
H -1.08505 5.45579 -3.78596 0.3461
H -1.27093 6.35533 -2.28925 0.3441
H -0.70459 3.52477 -0.48409 0.4412
H 0.93715 4.03931 -0.39027 0.0920
H -0.23804 5.26340 -0.19107 0.4137
C 0.66903 -1.94723 -4.83378 0.4425
O 0.53881 -2.65070 -5.81662 -0.6798
N 1.55703 -0.94249 -4.67938 0.2497
C 1.54087 -0.00179 -3.56165 -0.2704
C 2.40840 -0.58243 -5.80551 -1.0624
H 0.06022 -2.05525 -3.91531 0.1245
H 0.73807 -0.19174 -2.85890 -0.6367
H 1.55710 1.02223 -3.92284 0.2963
H 2.48326 -0.25951 -3.06112 0.6575
H 3.44418 -0.55117 -5.46516 0.3216
H 2.17025 -1.21302 -6.65427 0.3316
H 2.16642 0.43394 -6.13375 0.3074
C -1.10843 1.72175 -4.27882 -0.6276
C -1.14741 1.05543 -5.43698 0.1498
C -2.20788 0.03530 -5.77020 0.7628
O -2.20088 -0.51851 -6.84156 -0.6387
C -3.18390 -0.19798 -4.70670 -0.6250
C -3.13298 0.47265 -3.55174 0.0129
C -2.04835 1.43537 -3.20402 1.1122
O -2.02380 1.99762 -2.13019 -0.6442
O -4.02656 0.26167 -2.58325 -0.6783
O -0.20821 1.22935 -6.37522 -0.5851
H -0.25626 2.35904 -4.08386 0.3224
H -4.01455 -0.86204 -4.90593 0.6595
H -3.64923 0.55323 -1.73267 0.2649
H -0.53217 0.75694 -7.16571 0.3635
C -0.49818 2.25742 5.21993 -1.0177
C -0.62601 3.54055 5.58478 0.3697
C -1.00992 4.61974 4.61453 0.5956
O -1.01037 5.79416 4.91120 -0.6183
C -1.32943 4.13870 3.27812 -0.4541
C -1.19199 2.86738 2.87741 0.2051
C -0.79394 1.80589 3.86361 0.6685
O -0.67214 0.63984 3.54766 -0.3689
O -1.31270 2.52717 1.58981 -0.2251
O -0.40636 3.88947 6.85824 -0.5711
H -0.21095 1.51009 5.94609 0.4428
H -1.61435 4.86247 2.52332 0.4537
H -0.86680 1.64940 1.54359 -0.2275
H -0.44356 4.85779 6.92505 0.3415
```

Output
**Orbital gap**: 0.2686 Ha
**Highest occupied orbital energy**: -9.09 eV
**Molecular weight**: 955.07 g/mol
**Calculated total energy**: -91454.0037 eV

=====

Here is 5 unconnected molecules or ions with the total composition C40H76BBrF4N3O at a distorted geometry from the Open Molecules 2025 dataset. Energies are from wB97M-V/def2-TZVPD.

```
126
Properties=species:S:1:pos:R:3:mulliken_charge:R:1
C -1.78257 -3.39579 1.58362 -0.3253
C -0.50647 -3.93838 1.21988 -0.8471
C 0.75607 -3.24944 1.82209 0.0475
C 1.40729 -3.47626 3.14032 0.5291
B 0.81981 -4.60455 4.13624 0.3424
C 1.08015 -6.18921 3.96538 -0.8768
O 0.02090 -4.18119 5.21863 -0.6723
N 2.49212 -2.60009 3.24937 0.3629
C 3.31021 -2.60051 4.49678 -1.3646
C 2.44962 -1.92147 5.63979 0.2245
C 3.28654 -1.06968 6.67640 -0.7858
C 2.68328 -1.07298 8.12815 -0.8111
N 1.25731 -0.72338 8.19895 0.2739
C 0.42588 -0.05132 7.31389 0.0223
C -0.97679 0.08264 7.70022 -0.8259
C -0.93764 -0.61082 9.04804 -0.4147
C 0.43220 -1.06172 9.31146 -0.5314
C 2.64422 -1.79962 2.10396 -0.0154
C 3.72900 -0.72038 1.84426 1.1692
F 4.14102 -0.19090 3.07398 -0.2677
F 4.89555 -1.24479 1.28083 -0.2814
C 3.26160 0.51706 0.96206 -0.2646
F 3.57903 0.33955 -0.37553 -0.1182
F 3.99315 1.61921 1.40310 -0.2798
N 1.61463 -2.24860 1.30643 -0.1370
Br 1.18592 -1.70309 -0.41317 0.1477
H -2.14899 -3.38504 2.65224 0.2355
H -2.48320 -2.90700 0.84236 0.1107
H -0.50456 -4.84658 0.56874 0.4053
H 1.68742 -6.33475 3.03174 0.2979
H 0.09292 -6.72736 3.93951 0.3167
H 1.61775 -6.56054 4.89241 0.2865
H -0.86561 -4.58128 5.14656 0.3353
H 4.32288 -2.14314 4.35903 0.5364
H 3.49666 -3.67685 4.79734 0.3176
H 1.69473 -1.24309 5.14646 0.2221
H 1.84928 -2.68113 6.22859 0.3080
H 4.31221 -1.55244 6.74320 0.4418
H 3.48949 -0.01887 6.30460 0.2634
H 3.28507 -0.45866 8.86395 0.3746
H 2.76354 -2.14021 8.50669 0.3987
H 0.74697 0.35811 6.32159 0.3205
H -1.82379 0.54605 7.15160 0.3761
H -1.79145 -0.76752 9.74387 0.3622
H 0.84456 -1.58644 10.20062 0.3471
H 2.17373 0.71862 1.14014 0.4027
C -7.83746 0.52927 -0.22608 -1.0397
C -7.59506 -0.61472 -1.20406 -0.3773
C -6.81248 -1.77793 -0.59335 -0.9834
C -5.39647 -1.43473 -0.12597 -0.4878
C -4.47197 -0.86225 -1.18235 0.4918
C -4.20440 -1.82324 -2.33580 -1.2718
H -6.90069 0.98520 0.10281 0.1257
H -8.43525 1.31056 -0.70092 0.3666
H -8.37994 0.18016 0.65590 0.3519
H -7.08587 -0.23567 -2.09522 0.2109
H -8.56448 -0.99231 -1.54304 0.3749
H -6.76783 -2.59210 -1.32356 0.3160
H -7.37150 -2.17327 0.26132 0.4411
H -4.93872 -2.34499 0.28141 0.1629
H -5.45313 -0.72808 0.70884 0.3939
H -3.51821 -0.61974 -0.69957 0.3835
H -4.86612 0.07859 -1.57505 -0.3829
H -3.77235 -2.75895 -1.96861 0.2670
H -3.49686 -1.37745 -3.03919 0.3928
H -5.11471 -2.05579 -2.89100 0.2946
C 7.17758 2.37011 -5.97531 -1.0962
C 7.66911 2.57037 -4.54639 -0.5191
C 7.14747 1.51222 -3.57437 -0.9470
C 5.62724 1.47950 -3.40146 0.9244
C 4.99227 2.79060 -2.93824 -0.5556
C 5.46927 3.24034 -1.56265 -1.1874
H 6.09099 2.45937 -6.04508 0.2261
H 7.61318 3.12556 -6.63304 0.4045
H 7.46835 1.38685 -6.35359 0.2730
H 7.40135 3.57339 -4.20168 0.2548
H 8.76275 2.52895 -4.54683 0.3846
H 7.62151 1.66726 -2.59990 0.3758
H 7.47743 0.52413 -3.91374 0.4029
H 5.38041 0.69155 -2.68007 0.1787
H 5.16102 1.17819 -4.34298 -0.8122
H 3.90604 2.65466 -2.90244 0.3757
H 5.17777 3.58411 -3.66802 0.3501
H 5.25867 2.47841 -0.80867 0.1629
H 4.95502 4.15773 -1.26625 0.4040
H 6.54147 3.44601 -1.55447 0.3085
C -0.16321 -1.96244 -5.18523 -1.1098
C 1.13257 -2.70398 -5.49303 -0.5342
C 2.22181 -2.47816 -4.44465 -0.6972
C 2.69720 -1.03104 -4.29605 -0.0291
C 3.23788 -0.38693 -5.57213 -0.6475
C 4.47503 -1.08512 -6.12293 -1.2429
H -0.01846 -0.87992 -5.18327 0.2915
H -0.91781 -2.19249 -5.94048 0.4142
H -0.56124 -2.25995 -4.21055 0.2191
H 1.49192 -2.42124 -6.48610 0.2559
H 0.91570 -3.77581 -5.53980 0.4089
H 3.07628 -3.11823 -4.68450 0.3546
H 1.85360 -2.82278 -3.47001 0.2086
H 3.47754 -1.00290 -3.52649 0.0871
H 1.87602 -0.41472 -3.91155 0.3388
H 3.49577 0.65265 -5.35305 0.3121
H 2.46110 -0.35379 -6.34182 0.4672
H 5.27956 -1.09466 -5.38239 0.2224
H 4.84022 -0.56123 -7.00903 0.3753
H 4.26182 -2.11586 -6.41367 0.4163
C -4.64275 3.12705 -1.42186 -0.8441
C -5.26275 4.44158 -1.87936 -0.4325
C -5.00511 5.59929 -0.91497 -0.8003
C -5.59513 5.42389 0.48669 -0.7115
C -7.10584 5.19417 0.53581 0.0610
C -7.91296 6.36255 -0.01689 -1.2689
H -5.07225 2.78510 -0.47722 0.1550
H -4.82127 2.34778 -2.16709 0.2981
H -3.56186 3.22927 -1.29357 0.2829
H -6.33641 4.30657 -2.03861 0.2319
H -4.83951 4.70388 -2.85411 0.3778
H -5.39417 6.51956 -1.36110 0.3243
H -3.92402 5.74760 -0.81805 0.3664
H -5.35261 6.31496 1.07559 0.3878
H -5.09652 4.58877 0.99039 0.3157
H -7.39692 5.03330 1.57844 0.3664
H -7.37120 4.27804 -0.00121 -0.0977
H -7.69306 7.28204 0.53135 0.2936
H -8.98224 6.16140 0.07963 0.3959
H -7.70375 6.53371 -1.07484 0.2884
```

Output
**Energy above the lowest of the compared OMol25 structures with the same formula, charge and spin**: 326.5 kJ/mol
**Orbital gap**: 0.2094 Ha
**Highest occupied orbital energy**: -10.02 eV
**Molecular weight**: 781.78 g/mol
**Charge**: +1
**Calculated total energy**: -130808.4082 eV